102
Properties=species:S:1:pos:R:3 method="wB97M-V/def2-TZVPD" orbital_gap_ha=0.2638 multiplicity=1 total_energy_ha=-4660.10656 charge=+1 e_above_lowest_ev=0.123
Ti 0.603 0.018 -0.322
C 3.844 2.538 3.229
C 2.355 2.421 3.225
C 1.529 3.284 3.877
C 0.123 3.150 3.786
N -0.412 2.146 3.144
N 0.398 1.285 2.533
B -0.172 0.028 1.836
N 0.355 -1.225 2.631
N 0.586 -1.060 3.932
C 0.989 -2.085 4.633
C 1.144 -3.355 4.028
C 0.913 -3.522 2.696
C 1.086 -4.831 1.995
C 0.528 -2.365 1.968
S 0.318 -2.358 0.258
C 1.311 -1.856 6.100
C 2.814 -2.098 6.302
C 0.510 -2.841 6.962
C 0.966 -0.427 6.514
N -1.724 0.024 2.035
N -2.152 -0.239 3.267
C -3.428 -0.157 3.530
C -4.341 0.247 2.528
C -3.907 0.513 1.265
C -4.820 0.927 0.157
C -2.515 0.357 1.017
S -1.813 0.537 -0.528
C -3.822 -0.507 4.961
C -5.339 -0.603 5.122
C -3.184 -1.852 5.329
C -3.276 0.584 5.894
C 1.725 1.401 2.468
S 2.541 0.336 1.400
C -0.815 4.139 4.459
C -2.256 3.910 4.005
C -0.713 3.933 5.976
C -0.403 5.572 4.095
H 4.171 3.333 3.896
H 4.202 2.750 2.219
H 4.305 1.598 3.536
H 1.952 4.098 4.453
H 1.466 -4.198 4.626
H 1.361 -5.614 2.699
H 1.858 -4.751 1.229
H 0.166 -5.117 1.484
H 3.099 -3.118 6.037
H 3.076 -1.939 7.349
H 3.403 -1.410 5.692
H 0.749 -3.880 6.730
H -0.563 -2.698 6.828
H 0.746 -2.678 8.014
H 1.532 0.304 5.935
H 1.203 -0.294 7.571
H -0.094 -0.218 6.365
H -5.394 0.335 2.759
H -5.843 1.024 0.513
H -4.790 0.195 -0.652
H -4.495 1.878 -0.269
H -5.769 -1.355 4.457
H -5.831 0.353 4.935
H -5.573 -0.893 6.146
H -3.539 -2.648 4.671
H -3.446 -2.115 6.355
H -2.099 -1.794 5.245
H -3.770 1.540 5.712
H -2.203 0.712 5.741
H -3.454 0.306 6.934
H -2.589 2.899 4.235
H -2.355 4.059 2.928
H -2.910 4.621 4.514
H -1.031 2.925 6.250
H -1.354 4.649 6.493
H 0.309 4.078 6.334
H -0.429 5.721 3.014
H 0.597 5.821 4.451
H -1.097 6.277 4.553
F 3.248 4.587 -0.464
C 3.390 4.176 -1.735
F 2.360 4.673 -2.434
F 4.507 4.749 -2.212
C 3.463 2.675 -1.829
C 4.593 2.056 -2.329
C 4.659 0.669 -2.389
C 3.581 -0.051 -1.921
N 2.489 0.542 -1.441
C 2.393 1.885 -1.391
S 0.872 2.420 -0.744
H 5.424 2.659 -2.669
H 5.531 0.165 -2.776
H 3.577 -1.134 -1.919
C 0.346 0.141 -5.608
N -0.541 -0.529 -4.657
C -1.822 -1.049 -5.134
C -0.197 -0.651 -3.410
N 0.107 -0.762 -2.298
H 0.652 -0.557 -6.387
H 1.226 0.509 -5.087
H -0.177 0.983 -6.060
H -1.652 -1.827 -5.878
H -2.398 -0.240 -5.583
H -2.380 -1.464 -4.299



102
Properties=species:S:1:pos:R:3 method="wB97M-V/def2-TZVPD" orbital_gap_ha="0.2582 / 0.2418" multiplicity=3 s2=2.012 total_energy_ha=-4660.04441 charge=+1 e_above_lowest_ev=1.271
Ti -0.348 0.001 -0.023
C -5.938 -0.178 1.725
C -4.490 -0.404 2.030
C -4.089 -1.460 2.756
C -2.695 -1.694 3.003
N -1.811 -0.849 2.631
N -2.188 0.279 1.946
B -1.015 1.207 1.765
N 0.032 1.038 2.896
N -0.462 1.062 4.149
C 0.375 0.963 5.137
C 1.772 0.830 4.900
C 2.269 0.834 3.641
C 3.727 0.687 3.333
C 1.323 0.954 2.575
S 1.752 0.986 0.923
C -0.178 1.020 6.558
C -1.706 0.974 6.548
C 0.365 -0.166 7.367
C 0.289 2.339 7.197
N -1.221 2.685 1.432
N -1.668 3.355 2.508
C -1.845 4.636 2.406
C -1.501 5.317 1.208
C -1.053 4.639 0.122
C -0.695 5.324 -1.163
C -0.959 3.217 0.231
S -0.604 2.230 -1.122
C -2.455 5.366 3.592
C -3.852 5.852 3.170
C -2.587 4.433 4.794
C -1.579 6.568 3.972
C -3.485 0.513 1.499
S -3.884 1.689 0.404
C -2.219 -2.962 3.696
C -2.545 -4.154 2.783
C -2.960 -3.114 5.032
C -0.712 -2.922 3.955
H -6.553 -0.914 2.241
H -6.117 -0.247 0.651
H -6.242 0.827 2.020
H -4.826 -2.150 3.152
H 2.448 0.718 5.740
H 4.311 0.601 4.248
H 4.088 1.541 2.756
H 3.893 -0.199 2.716
H -2.063 0.041 6.105
H -2.129 1.796 5.970
H -2.073 1.036 7.574
H 0.177 -1.114 6.855
H -0.132 -0.202 8.338
H 1.439 -0.084 7.554
H -0.071 3.196 6.624
H 1.380 2.395 7.248
H -0.100 2.420 8.215
H -1.597 6.396 1.159
H -0.691 6.406 -1.033
H -1.413 5.065 -1.946
H 0.285 4.997 -1.513
H -4.489 5.007 2.896
H -3.801 6.534 2.316
H -4.324 6.386 3.998
H -3.209 3.566 4.561
H -3.042 4.978 5.624
H -1.610 4.064 5.114
H -1.562 7.333 3.192
H -0.549 6.258 4.173
H -1.974 7.033 4.877
H -3.608 -4.190 2.525
H -2.295 -5.086 3.294
H -1.965 -4.104 1.857
H -4.024 -3.326 4.891
H -2.869 -2.216 5.647
H -2.533 -3.951 5.589
H -0.151 -2.746 3.037
H -0.395 -3.877 4.379
H -0.455 -2.124 4.660
F 2.046 -4.589 -0.921
C 2.959 -3.711 -1.342
F 3.672 -4.317 -2.309
F 3.796 -3.471 -0.322
C 2.349 -2.429 -1.852
C 2.822 -1.886 -3.025
C 2.327 -0.672 -3.491
C 1.379 -0.034 -2.736
N 0.911 -0.550 -1.589
C 1.369 -1.734 -1.118
S 0.667 -2.209 0.399
H 3.583 -2.414 -3.584
H 2.684 -0.231 -4.411
H 0.980 0.929 -3.024
C -4.430 -0.574 -3.132
N -3.418 -1.540 -2.668
C -3.336 -2.863 -3.302
C -2.626 -1.215 -1.693
N -1.947 -0.898 -0.812
H -5.428 -0.980 -2.970
H -4.282 -0.381 -4.195
H -4.325 0.352 -2.573
H -4.189 -3.473 -3.010
H -2.418 -3.358 -2.999
H -3.334 -2.737 -4.383



118
Properties=species:S:1:pos:R:3 method="wB97M-V/def2-TZVPD" orbital_gap_ha=0.2591 multiplicity=1 total_energy_ha=-4419.08157
C 0.653 -3.128 5.869
O 1.331 -2.823 4.614
C 0.542 -1.861 3.843
C -0.694 -2.664 3.174
C -2.136 -1.946 3.355
C -2.451 -0.812 2.259
C -2.463 -1.345 0.730
C -1.322 -0.570 -0.166
C -0.480 -1.569 -1.128
C 1.020 -1.636 -0.526
N 1.916 -2.552 -1.301
C 1.367 -3.833 -1.767
N 0.798 -4.854 -1.113
C 0.592 -4.772 0.392
C 0.234 -6.211 1.044
O 1.182 -6.946 1.423
O -1.160 -6.531 1.185
C -1.567 -6.632 2.565
C -2.810 -5.730 3.105
O -1.032 -7.431 3.393
N 1.618 -3.810 -3.209
C 1.347 -5.050 -3.988
C -0.243 -4.985 -4.387
O -0.720 -3.892 -4.814
F -1.048 -6.180 -4.253
C 2.725 -2.927 -3.680
N 2.054 -2.010 -4.672
C 2.292 -2.455 -5.905
O 2.688 -2.480 -7.096
C 4.162 -3.548 -4.036
O 4.525 -4.761 -3.849
O 5.105 -2.635 -4.558
C 2.819 -1.965 -2.340
I 2.429 0.009 -3.175
H 1.428 -3.363 6.691
H -0.037 -2.244 6.127
H -0.053 -4.031 5.665
H 0.243 -0.924 4.434
H 1.246 -1.518 2.981
H -0.490 -2.700 2.039
H -0.682 -3.765 3.532
H -2.165 -1.522 4.428
H -2.925 -2.801 3.307
H -1.747 0.072 2.400
H -3.528 -0.438 2.474
H -3.476 -1.053 0.245
H -2.402 -2.492 0.653
H -1.788 0.253 -0.812
H -0.581 -0.110 0.586
H -0.991 -2.613 -1.024
H -0.470 -1.274 -2.236
H 1.482 -0.587 -0.331
H 0.909 -2.102 0.538
H 0.454 -5.730 -1.548
H -0.374 -4.131 0.516
H 1.430 -4.209 0.931
H -3.388 -5.386 2.161
H -3.480 -6.351 3.822
H -2.469 -4.806 3.690
H 1.952 -5.117 -4.958
H 1.464 -6.016 -3.362
H 3.879 -2.186 -1.928
C 1.709 5.772 1.441
C 0.604 5.313 0.508
O 0.238 3.950 0.782
C -0.591 3.761 1.831
O -1.022 4.649 2.525
C -0.934 2.281 1.980
F 0.157 1.485 1.886
F -1.800 1.861 1.020
F -1.509 1.997 3.168
H 2.561 5.094 1.389
H 2.040 6.779 1.182
H 1.371 5.777 2.481
H 0.962 5.342 -0.522
H -0.271 5.968 0.564
C 5.080 2.612 6.265
C 5.887 2.971 5.032
O 5.278 2.429 3.849
C 4.233 3.126 3.348
O 3.801 4.144 3.833
C 3.715 2.468 2.072
F 3.577 1.128 2.197
F 4.547 2.668 1.026
F 2.507 2.939 1.694
H 4.937 1.531 6.328
H 5.584 2.958 7.170
H 4.085 3.064 6.231
H 6.883 2.528 5.104
H 6.021 4.053 4.937
C -0.480 3.157 -7.104
C 1.006 3.435 -6.988
O 1.244 4.608 -6.191
C 1.188 4.434 -4.852
O 0.953 3.379 -4.314
C 1.506 5.742 -4.132
F 0.847 6.797 -4.659
F 2.822 6.044 -4.193
F 1.182 5.709 -2.822
H -1.007 4.035 -7.486
H -0.663 2.313 -7.772
H -0.916 2.925 -6.129
H 1.419 3.639 -7.978
H 1.548 2.576 -6.583
C -7.469 4.446 -0.188
C -5.974 4.227 -0.312
O -5.656 2.827 -0.236
C -5.838 2.116 -1.372
O -6.244 2.584 -2.408
C -5.419 0.663 -1.165
F -5.899 0.142 -0.012
F -4.073 0.527 -1.112
F -5.846 -0.152 -2.150
H -7.851 3.981 0.724
H -7.702 5.513 -0.167
H -8.005 3.992 -1.025
H -5.462 4.711 0.523
H -5.575 4.664 -1.232



97
Properties=species:S:1:pos:R:3 method="wB97M-V/def2-TZVPD" orbital_gap_ha="0.2506 / 0.2061" multiplicity=6 s2=8.797 total_energy_ha=-3549.97749 e_above_lowest_ev=0.709
Ir -0.040 -0.697 -0.255
C 2.047 -2.418 2.534
C 2.161 -2.360 1.047
N 1.117 -2.765 0.336
N 1.236 -3.558 -0.671
C 0.498 -3.556 -1.743
S -0.434 -2.254 -2.309
S 0.493 -5.080 -2.661
C -1.248 -5.548 -2.250
C -1.370 -5.879 -0.793
C -1.032 -7.149 -0.332
C -1.071 -7.439 1.022
C -1.448 -6.460 1.932
C -1.786 -5.194 1.480
C -1.748 -4.903 0.123
C 3.309 -1.854 0.373
C 4.610 -2.028 0.884
C 5.707 -1.663 0.154
C 5.532 -1.071 -1.112
C 4.284 -0.823 -1.612
C 3.111 -1.154 -0.875
O 1.971 -0.748 -1.287
H 1.730 -3.414 2.848
H 1.289 -1.712 2.867
H 2.990 -2.156 3.006
H -1.472 -6.398 -2.892
H -1.866 -4.700 -2.535
H -0.725 -7.909 -1.042
H -0.803 -8.430 1.368
H -1.480 -6.688 2.990
H -2.082 -4.424 2.182
H -2.001 -3.903 -0.215
H 4.738 -2.540 1.829
H 6.701 -1.857 0.534
H 6.404 -0.802 -1.696
H 4.145 -0.338 -2.570
C -0.316 0.865 4.093
C -0.697 -0.017 2.923
O 0.044 0.054 1.926
C -1.839 -0.880 3.026
C -2.607 -0.905 4.215
C -3.724 -1.678 4.341
C -4.140 -2.466 3.251
C -3.427 -2.478 2.088
C -2.232 -1.711 1.924
O -1.602 -1.833 0.816
H 0.536 1.476 3.802
H -0.038 0.257 4.955
H -1.144 1.514 4.377
H -2.304 -0.294 5.055
H -4.291 -1.681 5.263
H -5.042 -3.059 3.334
H -3.741 -3.078 1.243
C 2.681 3.330 -0.979
C 2.023 2.506 0.126
C 1.634 3.399 1.305
C 2.977 1.415 0.599
O 0.852 1.837 -0.419
Si -0.518 2.466 -1.075
S -1.641 0.691 -1.430
O -1.215 3.438 0.015
C -2.372 4.284 -0.016
C -3.479 3.665 -0.864
C -1.962 5.641 -0.584
C -2.826 4.417 1.433
O -0.305 3.349 -2.417
C -0.074 3.061 -3.803
C -1.427 2.884 -4.487
C 0.659 4.273 -4.367
C 0.772 1.800 -3.968
H 3.571 3.832 -0.599
H 1.984 4.077 -1.360
H 2.975 2.672 -1.799
H 2.529 3.776 1.801
H 1.042 2.821 2.016
H 1.033 4.240 0.966
H 3.799 1.856 1.164
H 3.394 0.873 -0.250
H 2.436 0.712 1.231
H -3.159 3.588 -1.906
H -4.377 4.282 -0.817
H -3.714 2.664 -0.502
H -1.538 5.506 -1.579
H -1.210 6.106 0.056
H -2.828 6.301 -0.649
H -3.103 3.436 1.822
H -3.686 5.084 1.502
H -2.015 4.814 2.044
H -2.018 3.798 -4.408
H -1.972 2.065 -4.015
H -1.284 2.645 -5.542
H 0.067 5.176 -4.210
H 0.835 4.144 -5.436
H 1.620 4.398 -3.865
H 0.216 0.922 -3.637
H 1.685 1.874 -3.375
H 1.040 1.667 -5.017